Version w
# C8H8

An isolated molecule of C8H8 (ωB97M-V/def2-TZVPD, the Open Molecules 2025 dataset).

Structure (XYZ):
```
16
Properties=species:S:1:pos:R:3:lowdin_charge:R:1
C -3.2326 0.3381 0.3820 0.15
C -2.0361 0.1560 0.2053 -0.12
C 1.8406 0.8213 0.1864 -0.15
C 1.6095 -0.3912 0.7577 -0.07
C 0.7074 1.5173 -0.4764 0.04
C -0.1956 -1.2872 -0.7593 -0.08
C 0.2493 -0.9644 0.6340 -0.24
C -0.7372 -0.1104 -0.0532 -0.25
H -4.2113 0.6854 0.5258 0.01
H 2.8597 0.9926 0.2200 0.07
H 2.4668 -0.7536 1.3132 0.10
H 0.6523 2.5790 -0.0594 0.09
H 0.5359 1.4429 -1.5324 0.06
H 0.5451 -1.2775 -1.6014 0.13
H -0.9737 -2.0270 -1.1016 0.13
H -0.0800 -1.7213 1.3592 0.15
```

The value obtained for the orbital gap is 9.030 eV. As for the total charge: 0.

***

Version x
# C8H8

An isolated molecule of C8H8 (ωB97M-V/def2-TZVPD, the Open Molecules 2025 dataset).

Structure (XYZ):
```
16
Properties=species:S:1:pos:R:3:lowdin_charge:R:1
C -1.1655 1.5962 -1.3384 0.01
C -0.7630 0.5122 -0.7935 -0.23
C -1.3204 -0.8457 -0.5918 -0.05
C -0.4714 -1.7063 0.0496 -0.04
C 0.8605 -1.0660 0.3719 -0.28
C 1.0458 -0.3903 1.7018 -0.05
C 0.9300 0.8423 1.2200 -0.06
C 0.8728 0.3991 -0.1895 -0.17
H -0.3384 2.4013 -1.3794 0.09
H -2.0956 1.9132 -1.7716 0.05
H -2.3104 -1.2147 -0.8198 0.10
H -0.8943 -2.6376 0.5389 0.12
H 1.7671 -1.5510 -0.1313 0.16
H 1.2653 -0.9508 2.6208 0.11
H 1.1135 1.9975 1.4558 0.15
H 1.5041 0.7007 -0.9436 0.10
```

The value obtained for the orbital gap is 9.707 eV. As for the total charge: 0.

***

Version y
# C8H8

An isolated molecule of C8H8 (ωB97M-V/def2-TZVPD, the Open Molecules 2025 dataset).

Structure (XYZ):
```
16
Properties=species:S:1:pos:R:3:lowdin_charge:R:1
C 0.9245 1.7579 -2.0757 0.03
C 1.2260 0.6658 -1.3645 -0.14
C 0.4668 0.0429 -0.3203 -0.22
C 0.9204 -0.4749 0.9658 -0.02
C 0.1341 -1.0293 1.9456 -0.11
C -1.1961 -1.1356 1.7570 -0.15
C -1.6407 -0.7676 0.5560 -0.10
C -0.9061 -0.0812 -0.4814 -0.02
H 1.5950 2.2874 -2.7968 0.08
H 0.0852 2.3306 -2.0143 0.02
H 1.9920 0.1249 -1.7878 0.08
H 1.8373 -0.1698 1.2315 0.06
H 0.4567 -1.1253 3.0169 0.13
H -1.8652 -1.4269 2.5555 0.11
H -2.6835 -1.1602 0.2933 0.12
H -1.3465 0.1615 -1.4811 0.12
```

The value obtained for the orbital gap is 9.705 eV. As for the total charge: 0.

***

So which one is most stable? That would be version y, about 200.9 kJ/mol below the next structure.

***

Version w
# C5H7OP

An isolated molecule of C5H7OP (ωB97M-V/def2-TZVPD, the Open Molecules 2025 dataset).

Structure (XYZ):
```
14
Properties=species:S:1:pos:R:3:lowdin_charge:R:1
C 1.7557 -0.0723 0.0594 -0.57
C 2.8884 0.3219 0.8420 0.03
C 0.9074 -1.3320 -0.0186 -0.23
C -0.1216 -0.7448 -0.9688 -0.39
C -0.3329 1.7450 0.3571 -0.34
O 3.1785 -0.0253 -0.3821 -0.02
P 0.5281 0.9539 -0.9696 0.94
H 1.4260 -2.3221 -0.0863 0.13
H 0.4175 -1.4440 1.0084 0.12
H -0.0489 -1.1446 -2.0403 0.09
H -1.2002 -0.8631 -0.5988 0.10
H -1.3715 1.7425 0.0324 0.03
H -0.0236 2.7563 0.6200 0.04
H -0.3398 1.1014 1.2911 0.07
```

The value obtained for the orbital gap is 9.360 eV. As for the total charge: 0.

***

Version x
# C5H7OP

A 2-piece molecular cluster, C5H7OP overall (ωB97M-V/def2-TZVPD, the Open Molecules 2025 dataset).

Structure (XYZ):
```
14
Properties=species:S:1:pos:R:3:lowdin_charge:R:1
C 0.2674 -1.4642 -1.1735 -0.04
C 1.4322 -0.8771 -1.5782 -0.17
C -0.3418 -0.5890 -0.2285 -0.29
C 0.6005 0.4113 -0.1794 -0.07
C -1.5446 -0.6302 0.6781 -0.06
O 1.6546 0.2767 -0.9896 0.02
P -0.1560 2.6377 1.6753 0.68
H 0.0168 -2.4843 -1.4730 0.11
H 2.2676 -1.2906 -2.0668 0.11
H -2.3298 -0.4553 -0.0946 0.09
H -1.8845 -1.4975 1.2121 0.07
H -1.4019 0.2167 1.3439 -0.01
H 0.3065 3.2320 0.4932 -0.24
H 1.1130 2.5139 2.3811 -0.20
```

The value obtained for the orbital gap (spin up / spin down) is 7.506 / 7.494 eV. As for the total charge: 0.

***

So which one is most stable? That would be version w, about 68.3 kJ/mol below the next structure.